1.
Entry from the OMol25 dataset: a structure of composition C31H39GeO6Re at a distorted geometry (ωB97M-V/def2-TZVPD).

Element x y z (Å)
Re  -0.75  -0.01  -0.59
Ge  -2.99  -2.51  -1.33
O  -0.84  -0.79  1.35
O  -0.77  1.86  0.63
O  1.77  -0.01  1.12
O  1.17  0.98  -1.63
O  -1.25  1.48  -2.11
O  0.97  -2.35  -0.02
C  -4.54  -6.84  -0.11
C  2.09  -1.20  1.83
C  -6.30  -0.93  0.79
C  2.71  0.50  0.19
C  -4.18  -1.56  -3.85
C  -3.05  -5.00  0.34
C  2.33  0.20  -1.23
C  -5.25  0.93  -0.30
C  -2.47  -3.03  -5.48
C  -0.50  1.37  -3.33
C  -3.22  -2.39  -3.26
C  -1.70  2.70  -0.08
C  -1.10  1.48  1.99
C  -1.00  -2.23  1.43
C  -4.27  -1.29  -0.50
C  -3.42  -2.18  -6.05
C  -6.27  0.42  0.50
C  -3.53  -4.30  -0.78
C  -4.53  -4.91  -1.55
C  0.85  0.73  -3.00
C  -5.03  -6.16  -1.22
C  -3.55  -6.26  0.67
C  -5.31  -1.78  0.29
C  -4.27  0.08  -0.80
C  -1.71  0.09  2.08
C  -4.27  -1.45  -5.23
C  1.93  -2.49  1.01
C  -1.11  -2.05  -1.04
C  -2.38  -3.13  -4.09
C  -0.40  -2.75  0.13
C  -1.16  2.79  -1.48
H  -1.72  3.70  0.36
H  -1.73  3.51  -2.07
H  1.42  -1.19  2.69
H  -3.50  0.49  -1.45
H  2.72  1.59  0.33
H  -4.91  -4.41  -2.43
H  -4.86  -0.99  -3.23
H  0.82  -0.35  -3.17
H  -0.46  -3.84  0.13
H  -0.49  -2.58  2.33
H  -5.80  -6.62  -1.83
H  -0.65  -2.39  -1.98
H  -0.11  3.09  -1.45
H  -1.64  -3.80  -3.67
H  -1.75  -0.21  3.13
H  -5.02  -0.81  -5.67
H  -1.76  2.22  2.44
H  -0.41  2.35  -3.78
H  1.63  1.17  -3.64
H  -2.28  -4.58  0.96
H  -1.07  0.72  -3.99
H  2.86  -2.73  0.50
H  3.71  0.12  0.38
H  -7.10  -1.34  1.40
H  -5.25  1.98  -0.56
H  -3.50  -2.10  -7.12
H  -1.82  -3.61  -6.11
H  2.08  -0.85  -1.37
H  -2.70  2.26  -0.06
H  -3.17  -6.78  1.54
H  -2.06  -2.48  1.49
H  -4.93  -7.81  0.15
H  -7.05  1.08  0.88
H  -5.36  -2.84  0.52
H  1.70  -3.32  1.68
H  -0.14  1.48  2.51
H  3.12  -1.15  2.21
H  -2.72  0.04  1.65
H  3.17  0.47  -1.88

Values from the calculation:
net charge = +1
relative energy (zero: lowest compared OMol25 entry of this formula, charge and spin) = 33.08 kJ/mol
multiplicity = 2
F_max = 1.151 eV/Å
orbital gap (alpha / beta) = 0.278 / 0.271 hartree

2.
Entry from the OMol25 dataset: a structure of composition C31H39GeO6Re (ωB97M-V/def2-TZVPD).

Element x y z (Å)
Re  -1.45  0.48  -0.48
Ge  1.58  0.12  1.56
O  -2.56  -1.85  0.99
O  -1.51  -2.17  -1.55
O  -0.27  2.77  -1.70
O  -2.88  2.19  -1.84
O  -3.63  -0.19  -1.09
O  -0.17  0.10  -2.75
C  2.13  0.72  4.34
C  0.40  -1.21  -2.72
C  0.85  1.09  -2.91
C  -2.51  3.49  -2.29
C  1.60  -2.69  2.34
C  -0.21  0.75  3.78
C  -1.19  3.84  -1.63
C  3.56  3.41  -0.15
C  4.86  2.96  -0.36
C  0.22  2.46  -2.98
C  0.00  0.40  0.46
C  2.94  -3.61  0.09
C  1.82  1.03  5.66
C  -0.72  -2.22  -2.73
C  5.22  1.67  0.01
C  -4.11  1.72  -2.39
C  1.12  0.58  3.39
C  4.28  0.83  0.58
C  2.05  -1.77  1.39
C  -1.01  -2.96  -0.47
C  -0.52  1.06  5.09
C  2.97  1.26  0.79
C  2.62  2.56  0.42
C  -4.32  -1.36  -0.61
C  -4.02  0.22  -2.41
C  1.82  -4.05  2.17
C  0.49  1.20  6.03
C  2.72  -2.25  0.26
C  2.48  -4.51  1.04
C  -2.11  -3.13  0.54
C  -3.94  -1.60  0.83
H  -3.26  -0.11  -3.13
H  -1.74  -3.70  1.39
H  -4.94  2.05  -1.76
H  -4.54  -2.44  1.20
H  1.03  -1.32  -1.83
H  -2.43  3.48  -3.38
H  -1.00  0.65  3.04
H  1.40  0.89  -3.83
H  -0.14  -2.48  -0.01
H  4.57  -0.17  0.88
H  0.98  3.19  -3.29
H  1.02  -1.35  -3.61
H  -0.71  -3.95  -0.84
H  -4.06  -2.21  -1.25
H  -0.79  4.76  -2.09
H  1.54  1.05  -2.06
H  -4.17  -0.72  1.43
H  -1.34  4.03  -0.57
H  1.61  2.91  0.56
H  6.23  1.33  -0.15
H  1.47  -4.75  2.92
H  -4.25  2.11  -3.40
H  -2.94  -3.68  0.09
H  3.29  4.42  -0.43
H  0.25  1.44  7.06
H  5.60  3.62  -0.81
H  2.66  -5.57  0.91
H  1.08  -2.34  3.22
H  -3.27  4.23  -2.00
H  2.61  1.14  6.39
H  -1.39  -2.00  -3.57
H  -4.97  -0.22  -2.68
H  -0.58  2.44  -3.73
H  -5.39  -1.17  -0.68
H  -0.30  -3.22  -2.87
H  3.17  0.60  4.05
H  3.47  -3.96  -0.78
H  -1.55  1.20  5.39
H  3.09  -1.55  -0.48

Values from the calculation:
net charge = +1
relative energy (zero: lowest compared OMol25 entry of this formula, charge and spin) = 43.01 kJ/mol
multiplicity = 4
F_max = 0.304 eV/Å
orbital gap (alpha / beta) = 0.288 / 0.308 hartree

3.
Entry from the OMol25 dataset: a structure of composition C31H39IrN6O3SSbSe4 at a distorted geometry (ωB97M-V/def2-TZVPD).

Element x y z (Å)
Ir  -0.06  -0.42  0.27
Sb  -3.05  -0.77  0.22
Se  -1.66  1.44  -0.09
Se  -1.39  -2.69  0.68
Se  -4.62  -0.39  2.04
Se  -3.88  -1.20  -2.05
S  2.12  -1.20  1.29
O  -0.63  -0.17  2.40
O  2.75  -6.22  -2.49
O  1.39  1.59  -0.66
N  1.33  0.04  3.62
N  2.20  3.72  -0.74
N  3.43  -0.77  3.51
N  1.81  -4.29  -3.15
N  3.18  -4.33  -1.27
N  0.44  -1.18  -1.78
C  4.55  -1.38  2.83
C  -2.33  2.90  4.69
C  0.07  1.71  5.39
C  -0.51  2.64  6.23
C  0.90  -2.35  -4.23
C  1.15  3.33  2.00
C  5.52  -4.53  1.55
C  3.65  -0.22  4.83
C  6.06  -6.33  3.22
C  3.22  -1.20  5.92
C  2.22  -0.61  2.91
C  1.03  4.49  -1.12
C  5.28  -0.39  1.93
C  1.25  -3.02  -3.06
C  1.95  2.51  -0.11
C  0.13  -0.53  -2.89
C  0.87  4.74  1.46
C  2.58  -5.04  -2.27
C  4.81  -4.05  0.46
C  -1.72  3.23  5.88
C  3.71  -6.18  0.24
C  0.06  0.34  3.31
C  0.14  4.77  0.11
C  5.32  -5.82  2.01
C  -0.55  1.36  4.19
C  3.90  -4.88  -0.20
C  0.33  -1.09  -4.14
C  -1.76  1.96  3.85
C  0.97  -2.39  -1.85
C  2.31  2.55  1.35
C  4.42  -6.64  1.34
H  2.35  1.54  1.77
H  -0.66  4.02  0.14
H  5.23  -1.77  3.60
H  -3.27  3.36  4.41
H  6.22  -3.88  2.05
H  1.14  -2.90  -0.91
H  -2.17  3.96  6.55
H  -0.02  2.90  7.16
H  1.35  3.39  3.08
H  1.06  -2.82  -5.19
H  0.04  -0.55  -5.03
H  0.99  1.23  5.66
H  1.39  5.42  -1.57
H  3.37  -0.74  6.90
H  0.24  2.74  1.89
H  1.80  5.32  1.42
H  0.47  3.93  -1.87
H  4.26  -7.65  1.69
H  3.80  -2.12  5.87
H  6.17  -0.85  1.49
H  -0.33  5.75  -0.02
H  3.08  0.70  4.91
H  3.27  3.04  1.52
H  0.22  5.23  2.19
H  5.46  -6.17  4.12
H  -2.26  1.69  2.93
H  2.80  4.31  -0.17
H  4.62  -0.06  1.13
H  2.17  -1.44  5.79
H  4.18  -2.22  2.24
H  4.96  -3.04  0.12
H  3.16  -3.32  -1.31
H  3.03  -6.83  -0.27
H  7.00  -5.80  3.35
H  -0.30  0.45  -2.77
H  5.58  0.49  2.50
H  6.26  -7.40  3.13
H  1.54  -4.83  -3.97
H  4.72  0.00  4.93

Values from the calculation:
net charge = -1
F_max = 2.920 eV/Å
orbital gap = 0.208 hartree